# 1
A structure of composition C52H102BI2N4O14 at a distorted geometry, computed with ωB97M-V with the def2-TZVPD basis set.

```
175
Properties=species:S:1:pos:R:3:forces:R:3
C 1.8560 -5.0175 -1.2827 -0.5 0.6 -1.0
C 1.6249 -4.4256 -2.6925 0.6 -1.1 0.8
O 1.9891 -3.0214 -2.6605 -0.8 0.0 -0.1
B 1.0985 -2.2722 -3.3913 2.1 -0.2 0.3
O 1.3141 -2.1010 -4.7227 -0.8 -0.6 0.4
N -0.0554 -1.6212 -2.7262 1.5 -1.2 -2.1
C -1.2639 -1.7506 -3.2588 -1.7 0.9 0.6
C -1.7334 -2.4987 -4.4555 0.1 -0.1 -0.4
N -2.1404 -1.0747 -2.5164 0.2 -0.1 -0.1
C -1.4091 -0.5283 -1.5358 -0.4 0.3 0.7
N -1.9805 0.2650 -0.6233 -1.0 0.3 0.2
C -3.4384 0.5004 -0.7569 -0.6 0.0 1.0
C -4.2979 -0.6910 -0.2556 -0.4 0.2 -1.1
C -1.3358 0.9385 0.4223 0.7 -0.6 1.1
I -1.0555 0.0113 2.3483 -0.4 -0.3 -0.8
C -0.9228 2.1765 0.2441 0.8 1.7 -0.5
C -1.1520 2.9050 -1.0938 -0.7 -0.3 0.8
I 0.1036 3.2983 1.7700 -0.4 -0.4 -1.0
N -0.1112 -0.8627 -1.6045 -0.8 -0.6 0.6
C 1.0700 -0.5781 -0.8036 1.9 1.2 -0.5
C 1.8125 0.6277 -1.4755 -0.4 -0.8 0.6
C 3.2869 0.7609 -1.0277 -0.8 1.3 -0.3
C 4.0843 1.4743 -2.1528 0.5 -0.7 -0.1
C 5.5301 0.9487 -2.3407 0.1 1.2 -0.4
C 6.5507 1.6549 -1.4244 0.3 -0.8 0.0
C 8.0201 1.3822 -1.8166 0.5 -0.2 0.3
C 8.5985 0.2281 -0.9910 -0.3 -0.1 0.0
O 9.8822 -0.1754 -1.4485 0.0 0.3 0.2
C 10.7427 -0.4830 -0.3774 0.6 -0.2 0.5
H 2.6878 -4.4720 -0.8395 -0.1 -0.2 0.0
H 2.0867 -6.0856 -1.3196 -0.2 0.2 0.0
H 0.9537 -4.8288 -0.6982 0.3 -0.2 0.2
H 0.5781 -4.5561 -3.0141 0.2 0.1 0.1
H 2.2612 -4.9685 -3.4063 -0.1 0.4 -0.1
H 1.8309 -2.8712 -5.0101 0.3 0.5 -0.2
H -0.9492 -2.8905 -5.1016 0.0 0.1 0.2
H -2.3337 -1.8048 -5.0552 0.1 -0.1 0.2
H -2.3979 -3.3222 -4.1662 0.2 0.1 0.0
H -3.7017 0.8272 -1.7656 0.3 -0.4 0.0
H -3.6834 1.3492 -0.1096 0.4 -0.1 -0.1
H -3.7076 -1.5223 0.1377 0.0 0.3 0.1
H -4.8638 -1.0753 -1.1145 0.1 -0.1 0.2
H -5.0501 -0.3423 0.4585 0.3 -0.2 0.1
H -2.2444 2.9186 -1.2356 0.3 0.1 -0.1
H -0.8524 3.9518 -1.0732 0.2 -0.3 0.0
H -0.7340 2.3532 -1.9441 0.1 0.2 0.2
H 1.7970 -1.4006 -0.7965 -0.8 -0.3 -0.3
H 0.8600 -0.3769 0.2465 -0.5 -0.1 -0.3
H 1.7451 0.4808 -2.5661 0.1 0.0 0.2
H 1.2150 1.5192 -1.2488 0.4 0.0 -0.1
H 3.2756 1.4260 -0.1502 0.2 -0.4 0.0
H 3.7204 -0.1974 -0.7169 0.0 0.1 -0.3
H 4.1152 2.5608 -1.9962 0.0 -0.2 0.1
H 3.5740 1.3353 -3.1185 0.0 -0.1 0.3
H 5.8205 1.2088 -3.3716 -0.1 -0.3 0.2
H 5.5647 -0.1460 -2.2591 0.0 0.2 0.1
H 6.4000 2.7409 -1.4374 -0.3 -0.3 0.1
H 6.4056 1.2639 -0.4041 0.0 0.5 0.0
H 8.1418 1.1769 -2.8896 -0.2 0.0 0.2
H 8.6564 2.2506 -1.5986 -0.2 0.0 -0.1
H 8.6658 0.5570 0.0581 -0.1 -0.1 -0.2
H 7.9170 -0.6422 -1.0283 0.1 0.1 0.1
H 10.8334 0.3443 0.3473 -0.2 -0.1 -0.2
H 11.7596 -0.6787 -0.7355 -0.3 0.1 -0.3
H 10.4360 -1.3808 0.1873 -0.2 0.2 -0.2
C -4.6051 -5.9076 -3.3726 0.3 0.3 0.0
C -4.1487 -6.1339 -4.7909 0.0 0.0 -0.1
O -3.3116 -5.4236 -5.3096 0.1 0.1 0.1
C -4.7753 -7.2790 -5.5388 0.2 0.1 -0.3
H -4.0749 -5.0516 -2.9543 0.0 0.0 0.0
H -5.6759 -5.7001 -3.3553 0.0 -0.2 0.1
H -4.3881 -6.7873 -2.7682 -0.3 -0.1 0.0
H -5.8534 -7.1301 -5.6128 0.0 -0.2 0.2
H -4.5670 -8.2160 -5.0227 -0.2 0.0 0.1
H -4.3569 -7.3258 -6.5431 0.0 0.1 0.0
C 1.6082 -2.8783 3.2389 0.0 0.1 -0.3
C 2.0937 -4.1480 2.5839 0.1 -0.1 -0.2
O 2.0544 -4.2890 1.3762 -0.1 0.3 0.5
C 2.6225 -5.2240 3.4857 0.0 0.0 -0.4
H 1.2529 -2.1883 2.4737 0.0 -0.1 0.0
H 0.7853 -3.1016 3.9202 0.1 0.0 0.1
H 2.4262 -2.4071 3.7864 -0.1 -0.1 0.2
H 1.8450 -5.5481 4.1751 0.1 0.1 0.1
H 3.4830 -4.8526 4.0418 -0.1 0.0 0.2
H 2.9343 -6.0771 2.8864 0.0 0.0 0.1
C -2.0494 7.4269 0.6708 0.3 -0.1 -0.1
C -2.8086 6.5322 -0.2723 -0.1 -0.1 -0.1
O -2.2248 5.7680 -1.0158 0.0 0.0 0.1
C -4.3078 6.6240 -0.2506 0.1 -0.2 -0.2
H -0.9812 7.2530 0.5464 0.0 0.0 0.0
H -2.2632 8.4744 0.4541 -0.1 0.0 0.1
H -2.3275 7.1969 1.7008 -0.1 0.2 0.0
H -4.6241 7.6344 -0.5139 -0.1 0.0 0.2
H -4.6827 6.3644 0.7420 0.0 0.2 0.0
H -4.7231 5.9256 -0.9764 0.0 0.0 0.0
C -0.5890 2.8787 -5.7512 -0.1 0.0 -0.2
C -0.0964 1.6160 -6.4172 -0.1 0.1 -0.1
O -0.2277 1.4351 -7.6030 0.0 -0.1 0.0
C 0.5693 0.5840 -5.5364 0.0 0.1 -0.3
H -1.0432 3.5271 -6.4976 0.0 0.0 0.0
H -1.3384 2.6347 -4.9951 0.1 0.0 0.1
H 0.2466 3.4073 -5.2883 -0.1 0.0 0.2
H -0.1316 0.2402 -4.7721 0.1 0.1 0.1
H 1.4563 1.0139 -5.0652 -0.1 0.0 0.2
H 0.8718 -0.2640 -6.1404 0.0 0.0 0.0
C 8.1996 -2.6928 1.8809 -0.2 0.3 0.1
C 7.5918 -3.7695 2.7400 -0.2 0.0 0.1
O 6.7728 -3.5038 3.5909 0.0 0.0 0.0
C 8.0440 -5.1873 2.4979 -0.2 -0.1 0.2
H 7.7841 -1.7272 2.1664 0.0 0.0 0.0
H 9.2800 -2.6651 2.0308 0.0 -0.1 -0.2
H 7.9727 -2.8745 0.8289 0.2 -0.1 0.0
H 9.1183 -5.2703 2.6695 0.0 0.0 -0.2
H 7.8080 -5.4839 1.4746 0.2 0.0 0.0
H 7.5261 -5.8540 3.1853 0.0 0.0 0.0
C 0.2139 -8.2277 6.7777 0.2 0.2 0.0
C 0.7826 -8.3827 5.3894 0.1 0.0 0.0
O 1.6663 -7.6610 4.9851 -0.1 -0.1 0.0
C 0.2036 -9.4757 4.5260 0.2 0.1 -0.2
H 0.7199 -7.4088 7.2856 0.0 0.0 0.0
H -0.8523 -8.0020 6.7213 0.0 -0.2 0.1
H 0.3687 -9.1445 7.3486 -0.2 0.0 0.0
H -0.8630 -9.3037 4.3722 0.0 -0.1 0.1
H 0.3578 -10.4464 4.9997 -0.2 0.0 0.0
H 0.7028 -9.4739 3.5588 0.0 0.0 0.0
C 7.3694 3.5741 3.8302 0.2 -0.1 -0.1
C 6.6759 2.6865 2.8281 0.1 0.0 0.0
O 7.3002 1.9719 2.0782 0.0 0.0 0.0
C 5.1668 2.7265 2.7990 0.0 -0.2 -0.2
H 8.4463 3.4454 3.7415 0.0 0.0 0.0
H 7.1230 4.6194 3.6364 -0.1 0.0 0.2
H 7.0648 3.3031 4.8424 -0.1 0.2 0.0
H 4.8250 3.7352 2.5602 0.0 0.0 0.2
H 4.7668 2.4185 3.7666 0.0 0.2 0.0
H 4.8026 2.0417 2.0340 0.0 0.0 0.0
C -7.9131 10.7175 0.6315 0.4 -0.1 -0.2
C -7.3014 9.5843 -0.1478 0.0 0.1 0.0
O -6.1042 9.3905 -0.1517 0.0 0.0 0.0
C -8.2401 8.6956 -0.9264 0.3 -0.2 -0.1
H -7.1311 11.2709 1.1397 0.0 0.0 0.0
H -8.4381 11.3932 -0.0464 -0.2 -0.1 0.1
H -8.6052 10.3276 1.3774 -0.1 0.1 -0.1
H -8.7796 9.2844 -1.6696 -0.2 0.0 0.1
H -8.9477 8.2165 -0.2480 -0.1 0.1 -0.1
H -7.6672 7.9238 -1.4386 0.0 0.0 0.0
C -3.7149 2.6744 2.3696 -0.2 0.2 -0.2
C -4.4955 3.4786 3.3807 -0.1 0.1 0.0
O -5.1292 4.4542 3.0523 0.1 0.0 0.0
C -4.4485 3.0126 4.8142 -0.2 0.2 0.0
H -3.8380 3.1234 1.3834 0.0 0.1 0.0
H -2.6571 2.6786 2.6279 0.0 -0.2 0.1
H -4.0878 1.6480 2.3402 0.2 -0.1 0.1
H -3.4195 3.0296 5.1784 0.0 -0.2 0.0
H -4.8524 2.0016 4.8915 0.2 -0.1 0.0
H -5.0498 3.6786 5.4296 0.0 0.0 0.0
C -3.5045 -10.8232 -3.2850 -0.1 0.2 -0.2
C -4.2960 -10.0026 -2.2978 -0.1 0.0 0.0
O -4.9623 -9.0544 -2.6530 0.1 -0.1 0.0
C -4.2243 -10.4121 -0.8490 -0.2 0.2 0.0
H -3.6456 -10.4214 -4.2867 0.0 0.0 0.0
H -2.4427 -10.7831 -3.0367 0.0 -0.2 0.1
H -3.8493 -11.8580 -3.2706 0.2 0.0 0.1
H -3.1933 -10.3542 -0.4959 0.0 -0.2 0.0
H -4.6000 -11.4294 -0.7301 0.2 -0.1 0.0
H -4.8381 -9.7395 -0.2528 0.0 0.0 0.0
C -7.6888 11.8197 5.7203 -0.3 0.0 -0.1
C -7.2061 11.8800 4.2925 -0.1 0.0 0.0
O -7.9800 11.8508 3.3630 0.0 0.1 0.2
C -5.7162 11.9784 4.0729 -0.1 0.0 -0.3
H -8.7749 11.7512 5.7314 0.0 0.0 0.0
H -7.2757 10.9402 6.2172 0.1 0.1 0.1
H -7.3878 12.7225 6.2542 0.1 -0.1 0.1
H -5.2184 11.1056 4.4987 0.1 0.1 0.1
H -5.3303 12.8880 4.5359 0.1 -0.1 0.1
H -5.5089 12.0137 3.0048 0.0 0.0 0.0
```
Forces are in eV/Å.

Calculated values
* largest force on an atom: 0.055 Eh/bohr
* gap between HOMO and LUMO: 8.0784 eV
* charge: +1
* highest occupied orbital energy: -10.623 eV

=====

# 2
The molecule C5H12S at a distorted geometry, computed with ωB97M-V with the def2-TZVPD basis set.

```
18
Properties=species:S:1:pos:R:3:forces:R:3
C -0.0381 2.2138 -1.7380 -0.9 -0.3 0.7
S -0.1948 1.0083 -0.5797 1.2 -0.5 0.7
C 0.6791 1.4384 1.0467 1.3 -1.5 -1.8
C 0.5740 -0.3936 -1.1483 -1.4 -1.9 1.5
C 0.5558 -1.7358 -0.1536 2.6 0.8 -2.2
C -0.5616 -1.8552 0.8809 -0.5 0.3 0.2
H -0.8339 2.9332 -1.4921 0.3 -0.1 -0.7
H 0.0237 1.7427 -2.7392 -0.1 0.5 0.7
H -1.5481 1.1140 0.2063 1.3 -0.2 -1.2
H 1.7912 1.6780 0.8133 -2.1 -0.3 0.3
H 0.0624 2.2793 1.3035 0.1 0.4 0.8
H 0.6014 0.5130 1.6915 -0.1 1.4 -0.5
H 0.2618 -0.6495 -2.1814 0.0 0.5 0.7
H 0.7112 -2.6204 -0.9133 -0.5 1.5 1.7
H 1.5734 -1.6802 0.4479 -2.0 -0.2 -1.2
H -1.5701 -2.3358 0.6505 1.5 0.6 -0.3
H -0.0677 -2.4535 1.6834 -1.0 0.7 0.0
H -0.7859 -0.7709 1.1544 0.0 -1.8 0.5
```
Forces are in eV/Å.

Calculated values
* largest force on an atom: 0.069 Eh/bohr
* gap between HOMO and LUMO: 7.8511 eV
* energy above the lowest of the compared OMol25 structures with the same formula, charge and spin: 157.9 kcal per mole
* SMILES: C=[S@H](C)=CCC
* highest occupied orbital energy: -7.541 eV

=====

# 3
A structure of composition C30H80AsF6O30S10 at a distorted geometry, computed with ωB97M-V with the def2-TZVPD basis set.

```
157
Properties=species:S:1:pos:R:3:forces:R:3
As 11.1590 -20.9607 13.4506 0.3 -1.2 -1.1
F 9.3689 -21.0740 13.8326 1.8 0.4 -0.7
F 11.4008 -20.6785 15.2118 -0.1 0.0 -1.6
F 12.9265 -20.8625 13.1270 -2.0 0.0 0.7
F 10.9453 -21.2432 11.6734 -0.3 0.3 1.8
F 10.9641 -19.2029 13.0864 0.0 -1.3 0.8
F 11.2568 -22.7467 13.6427 0.0 1.9 0.2
O 15.9349 -14.5237 11.4619 -2.5 -0.6 -2.3
S 14.9348 -14.8395 10.4158 1.2 -1.1 0.9
O 15.2927 -15.7136 9.2999 -0.5 1.8 1.4
O 13.6715 -15.5919 11.1663 1.5 1.7 0.1
C 12.6851 -16.1523 10.3226 -1.5 -0.9 0.1
C 11.3478 -16.1831 11.0639 0.0 -0.3 0.0
C 14.0641 -13.3268 9.9114 0.1 0.3 0.9
H 13.0123 -17.1708 10.1132 -0.1 0.1 -0.5
H 12.4563 -15.5812 9.4228 0.8 0.0 -0.3
H 10.9343 -15.1839 11.2012 0.3 0.1 0.4
H 11.4267 -16.7584 11.9863 0.0 0.3 0.2
H 10.5867 -16.6975 10.4771 0.2 -0.2 -0.3
H 13.7412 -12.8308 10.8267 -0.2 -0.6 0.4
H 13.1792 -13.5852 9.3297 0.4 0.1 -0.2
H 14.6821 -12.5170 9.5236 0.4 -0.7 -0.8
O 16.3971 -22.9941 14.6733 -1.5 -2.4 1.2
S 15.4474 -23.8870 15.3701 0.2 1.5 1.4
O 14.5358 -24.7792 14.6715 1.4 0.9 0.7
O 16.1975 -24.8419 16.5441 -0.3 1.2 -2.2
C 17.3542 -24.2870 17.1763 -0.3 0.0 2.9
C 17.4135 -24.9696 18.5857 1.2 -0.3 -1.2
C 14.4729 -22.7661 16.5171 0.6 -0.9 -1.2
H 17.2648 -23.2473 17.4912 -0.4 0.4 -0.9
H 18.3084 -24.3869 16.6590 -0.4 -0.4 -0.4
H 18.3791 -24.6813 19.0012 0.1 0.0 0.2
H 17.4760 -26.0458 18.4245 -0.3 -0.1 0.3
H 16.6573 -24.7039 19.3244 -0.3 0.1 -0.5
H 13.9085 -22.1813 15.7907 -0.1 0.2 0.2
H 15.1591 -22.1375 17.0846 0.0 -0.1 -0.3
H 13.8229 -23.3432 17.1749 0.1 -0.1 -0.2
O 4.2144 -25.2210 11.7259 0.7 0.0 0.8
S 5.1969 -25.1973 12.7776 0.8 -0.3 1.1
O 5.0041 -25.9672 14.0284 0.7 1.4 -2.6
O 6.6216 -25.6695 11.9693 -2.8 0.4 1.2
C 7.8304 -25.6884 12.6970 1.4 0.5 -0.2
C 8.8794 -25.0836 11.7876 1.6 0.9 0.1
C 5.5062 -23.3964 13.3242 0.1 -1.9 -1.0
H 8.2015 -26.6736 12.9796 -0.7 -0.3 0.0
H 7.7752 -25.1110 13.6198 -0.2 0.1 0.0
H 8.6054 -24.1709 11.2585 -0.6 -0.1 0.0
H 9.4059 -25.7290 11.0845 -0.7 -0.5 -0.2
H 9.7319 -24.7369 12.3717 0.0 0.1 0.6
H 6.2896 -23.4382 14.0809 -0.3 0.1 0.0
H 4.5310 -23.0738 13.6888 0.2 -0.1 0.1
H 5.8111 -22.8253 12.4472 -0.1 -0.1 0.1
O 12.7700 -20.5823 4.3497 0.8 1.1 1.0
S 13.7169 -20.0804 5.3201 0.5 0.5 2.1
O 14.5437 -18.8688 5.1709 -1.6 -2.4 -0.2
O 12.8552 -19.8875 6.7591 -1.0 -1.4 -4.0
C 13.4224 -19.4283 7.9350 0.3 -0.2 1.2
C 12.8225 -20.2582 9.1027 0.4 -0.3 0.0
C 14.7450 -21.5429 5.7895 -0.2 1.3 -0.3
H 13.1327 -18.3808 8.0180 0.6 0.1 0.2
H 14.4897 -19.6024 7.7989 0.3 0.7 0.8
H 13.4848 -21.0561 9.4386 0.2 -0.1 -0.2
H 11.8999 -20.7544 8.8016 0.0 0.3 -0.2
H 12.6033 -19.7234 10.0268 0.0 0.4 -0.2
H 15.0515 -21.9666 4.8331 -0.1 -0.2 0.2
H 14.1236 -22.1970 6.4012 0.0 0.0 -0.3
H 15.6130 -21.1979 6.3513 -0.1 0.0 -0.1
O 10.0148 -21.5797 18.5865 0.2 -2.1 0.5
S 10.3251 -23.0140 18.6413 1.5 -1.0 -0.2
O 11.6748 -23.4550 19.1513 -3.7 1.1 -1.2
O 9.1012 -23.8362 19.4300 1.1 1.9 -1.2
C 9.4228 -24.7781 20.4511 -0.5 -1.2 -0.5
C 9.7347 -24.0839 21.7349 0.6 0.4 -0.5
C 9.9748 -23.6952 16.9406 0.6 0.1 1.5
H 10.1343 -25.4869 20.0274 0.7 0.3 0.5
H 8.5369 -25.4086 20.5264 -0.4 0.3 0.1
H 9.9299 -24.8046 22.5290 -0.1 0.3 0.1
H 8.9358 -23.3725 21.9440 -0.2 -0.3 0.4
H 10.5985 -23.4569 21.5137 0.3 -0.2 0.5
H 8.8908 -23.6461 16.8374 0.2 0.4 -0.2
H 10.2765 -24.7417 16.8976 0.1 0.0 0.3
H 10.5860 -23.1110 16.2526 -0.4 0.1 -0.1
O 11.0845 -16.8280 15.9052 -2.8 -0.6 1.6
S 9.7425 -16.9692 16.4942 1.8 2.4 -0.1
O 9.4148 -16.5360 17.9034 0.6 -1.5 -3.2
O 8.6710 -16.2374 15.5215 0.8 0.0 1.3
C 8.8239 -16.3642 14.0708 -0.6 -0.4 -0.4
C 8.1204 -15.1653 13.3925 0.3 -0.6 0.0
C 9.0882 -18.7263 16.2577 -0.9 -1.2 1.4
H 8.2295 -17.2702 13.9530 0.0 -0.2 -0.8
H 9.8647 -16.5360 13.7966 -0.1 0.1 0.2
H 7.6282 -14.6205 14.1981 -0.1 0.4 -0.5
H 7.4062 -15.4942 12.6378 -0.4 -0.3 0.5
H 8.7957 -14.5645 12.7833 0.4 0.2 0.7
H 8.7337 -18.9325 15.2478 0.5 0.6 -0.3
H 8.2704 -18.8602 16.9658 -0.1 0.4 0.0
H 9.8996 -19.3490 16.6346 0.6 0.2 -0.3
O 7.5058 -20.2048 8.4627 1.1 -4.4 -1.1
S 7.6686 -21.6849 8.1389 -1.9 1.7 0.0
O 6.5749 -22.5713 8.5706 2.2 1.2 -0.5
O 7.8004 -21.7982 6.5116 1.7 1.8 2.6
C 7.3503 -22.9038 5.7648 -1.5 0.2 0.2
C 5.9006 -22.4928 5.4954 -0.1 -1.5 -0.8
C 9.3583 -22.2974 8.6446 -1.6 1.4 -0.5
H 7.4154 -23.8328 6.3312 0.0 0.0 0.0
H 8.0197 -22.9498 4.9058 -0.3 0.0 -0.1
H 5.3321 -22.5144 6.4252 0.2 0.3 0.0
H 5.4309 -23.2470 4.8640 -0.2 0.1 -0.3
H 5.8584 -21.5201 5.0054 0.0 -0.1 0.1
H 10.0107 -21.7808 7.9405 0.1 -0.2 0.0
H 9.3995 -23.3826 8.5510 -0.1 0.2 0.3
H 9.4660 -21.8394 9.6278 0.3 -0.6 0.2
O 9.7405 -26.9050 15.2231 2.5 -1.0 -0.1
S 11.1408 -27.3507 15.1801 0.4 0.0 -1.1
O 11.9762 -27.3498 16.3666 -1.1 -0.1 -0.9
O 11.1580 -28.8693 14.5121 -2.9 2.8 0.6
C 12.2433 -29.6986 14.5858 2.2 -1.0 0.1
C 11.9681 -30.8956 13.6451 0.4 -0.2 1.3
C 12.0634 -26.4848 13.8206 -0.9 -0.3 0.8
H 12.4836 -29.9693 15.6139 -0.7 -0.6 0.2
H 13.1515 -29.1283 14.3910 0.3 -0.1 -0.9
H 12.2120 -30.7443 12.5936 -0.3 0.2 0.2
H 10.9450 -31.2280 13.8206 -0.2 0.4 -0.5
H 12.5128 -31.7638 14.0161 0.5 0.1 -0.2
H 12.9915 -27.0248 13.6331 -0.1 0.0 0.2
H 12.2868 -25.4675 14.1421 0.0 -0.1 0.1
H 11.4277 -26.4798 12.9352 0.0 -0.1 0.2
O 15.7366 -19.4432 15.9129 -0.6 2.7 -0.3
S 15.1985 -18.1002 15.6572 -0.3 -1.1 -0.7
O 14.6878 -17.2578 16.7184 0.3 -0.8 -0.6
O 16.3465 -17.2382 14.8666 -1.3 -0.9 0.4
C 16.0866 -15.8461 14.6323 0.6 1.5 1.7
C 17.4265 -15.1770 14.4584 -0.1 -0.5 -1.5
C 13.9567 -18.2733 14.2895 1.1 0.6 1.3
H 15.6458 -15.3289 15.4845 -0.3 -0.7 0.5
H 15.4276 -15.5284 13.8244 0.1 -1.2 -0.6
H 17.1274 -14.2361 13.9964 0.8 0.4 0.2
H 17.9377 -15.7737 13.7029 0.3 0.3 -0.2
H 18.1081 -15.1065 15.3060 -0.6 0.1 0.2
H 13.7069 -17.2483 14.0157 0.1 -0.1 -0.3
H 13.0520 -18.7702 14.6399 0.4 -0.2 0.1
H 14.5362 -18.8202 13.5458 -0.5 0.0 -0.1
O 6.1877 -18.9347 13.7836 -0.2 0.2 -0.7
S 6.0952 -19.1628 12.3626 -0.2 1.4 -1.7
O 5.4402 -20.3309 11.8175 0.6 1.0 0.9
O 5.4006 -17.7770 11.6466 0.8 -1.6 1.5
C 4.8611 -17.9647 10.3437 -0.8 0.5 -1.6
C 3.7685 -16.9224 10.0906 -0.8 -1.3 0.7
C 7.7024 -18.9273 11.6043 -0.8 -0.6 0.2
H 4.3930 -18.9449 10.2538 0.1 0.0 0.2
H 5.5661 -17.8888 9.5159 0.8 -0.1 0.4
H 3.1515 -17.2391 9.2497 0.3 0.0 -0.3
H 4.0113 -15.8694 9.9482 0.3 -0.2 0.4
H 3.1110 -17.1455 10.9309 -0.3 1.0 0.2
H 7.4957 -19.1452 10.5565 0.4 -0.2 -0.1
H 8.3580 -19.6519 12.0874 0.3 0.1 -0.3
H 8.0239 -17.8914 11.7125 -0.1 -0.2 0.2
```
Forces are in eV/Å.

Calculated values
* largest force on an atom: 0.090 Eh/bohr
* multiplicity: 2
* gap between HOMO and LUMO (alpha / beta): 9.8445 / 2.5046 eV
* energy above the lowest of the compared OMol25 structures with the same formula, charge and spin: 0.0 kcal per mole
* highest occupied orbital energy (alpha / beta): -10.560 / -10.560 eV

=====

Question: largest force on an atom of number 1 (C52H102BI2N4O14)?
Answer: 0.055 Eh/bohr